{
  "formula": "C4H6O2",
  "method": "the ωB97M-V functional and the def2-TZVPD basis",
  "spin_multiplicity": 1,
  "homo_lumo_gap_ev": 11.4,
  "energy_ev": -8339.3578,
  "smiles": "O=C(O)C1CC1",
  "e_homo_ev": -10.52,
  "symbols": ["O", "C", "O", "C", "C", "C", "H", "H", "H", "H", "H", "H"],
  "xyz": [[-0.420, -1.629, 0.882], [-0.844, -0.510, 0.620], [-2.034, -0.176, 1.212], [-0.212, 0.550, -0.197], [1.283, 0.502, 0.020], [0.714, 0.068, -1.262], [-2.441, -1.062, 1.523], [-0.693, 1.479, -0.274], [1.576, -0.376, 0.666], [1.621, 1.563, 0.316], [0.807, 0.649, -2.159], [0.643, -1.059, -1.347]],
  "nbo_charge": [-0.633, 0.793, -0.695, -0.370, -0.401, -0.395, 0.500, 0.241, 0.249, 0.235, 0.229, 0.246]
}

***

{
  "formula": "C4H6O2",
  "method": "the ωB97M-V functional and the def2-TZVPD basis",
  "spin_multiplicity": 1,
  "homo_lumo_gap_ev": 9.9,
  "energy_ev": -8337.0364,
  "smiles": "O=C=C[C@H]1CO1.[H][H]",
  "e_homo_ev": -9.09,
  "symbols": ["O", "C", "C", "C", "C", "O", "H", "H", "H", "H", "H", "H"],
  "xyz": [[2.375, -0.221, 1.540], [1.447, -0.134, 0.837], [0.393, -0.022, 0.057], [-0.990, -0.171, 0.581], [-2.118, 0.514, -0.052], [-1.906, -0.880, -0.240], [0.561, 0.188, -0.994], [-1.064, -0.407, 1.643], [-2.995, 0.782, 0.538], [-1.933, 1.137, -0.927], [3.333, -0.103, -1.407], [2.898, -0.682, -1.575]],
  "nbo_charge": [-0.447, 0.741, -0.584, 0.054, -0.109, -0.485, 0.271, 0.194, 0.185, 0.180, 0.003, -0.002]
}

***

{
  "formula": "C4H6O2",
  "method": "the ωB97M-V functional and the def2-TZVPD basis",
  "spin_multiplicity": 1,
  "homo_lumo_gap_ev": 10.5,
  "energy_ev": -8339.6667,
  "smiles": "CC(=O)CC=O",
  "e_homo_ev": -9.91,
  "symbols": ["C", "C", "O", "C", "C", "O", "H", "H", "H", "H", "H", "H"],
  "xyz": [[1.564, 0.363, -0.667], [0.373, 0.636, 0.221], [0.059, 1.761, 0.544], [-0.474, -0.538, 0.700], [-1.831, -0.447, 0.021], [-2.327, -1.345, -0.609], [1.571, -0.649, -1.077], [2.477, 0.509, -0.080], [1.582, 1.093, -1.479], [-0.040, -1.523, 0.513], [-0.625, -0.396, 1.776], [-2.329, 0.536, 0.136]],
  "nbo_charge": [-0.724, 0.600, -0.536, -0.621, 0.449, -0.504, 0.223, 0.248, 0.247, 0.233, 0.259, 0.126]
}

***

{
  "formula": "C4H6O2",
  "method": "the ωB97M-V functional and the def2-TZVPD basis",
  "spin_multiplicity": 1,
  "homo_lumo_gap_ev": [8.0, 8.0],
  "energy_ev": -8336.4326,
  "e_homo_ev": [-8.15, -8.15],
  "symbols": ["C", "C", "C", "O", "C", "O", "H", "H", "H", "H", "H", "H"],
  "xyz": [[-0.925, -1.352, 0.087], [-0.038, -0.155, 0.152], [-0.152, 1.750, -0.396], [-0.668, 1.029, 0.572], [1.384, -0.151, 0.269], [2.106, 0.843, 0.195], [-0.324, -2.267, 0.084], [-1.599, -1.378, 0.953], [-1.549, -1.367, -0.817], [0.310, 2.697, -0.132], [-0.369, 1.500, -1.428], [1.824, -1.149, 0.461]],
  "nbo_charge": [-0.657, 0.068, 0.120, -0.419, 0.305, -0.590, 0.227, 0.222, 0.220, 0.190, 0.178, 0.136]
}

***

{
  "formula": "C4H6O2",
  "method": "the ωB97M-V functional and the def2-TZVPD basis",
  "spin_multiplicity": 1,
  "homo_lumo_gap_ev": 10.3,
  "energy_ev": -8334.5720,
  "smiles": "C1OCC12CO2",
  "e_homo_ev": -9.34,
  "symbols": ["C", "O", "C", "C", "C", "O", "H", "H", "H", "H", "H", "H"],
  "xyz": [[-0.903, 0.899, 0.515], [-1.501, 0.232, -0.582], [-0.671, -0.924, -0.533], [0.390, 0.195, 0.356], [1.698, 0.109, -0.254], [1.387, -0.161, 1.187], [-0.940, 1.981, 0.413], [-1.336, 0.573, 1.473], [-1.017, -1.715, 0.143], [-0.665, -1.386, -1.564], [1.126, -0.729, -0.819], [2.432, 0.926, -0.336]],
  "nbo_charge": [-0.100, -0.523, -0.189, 0.256, -0.214, -0.459, 0.197, 0.180, 0.162, 0.198, 0.269, 0.223]
}

***

{
  "formula": "C4H6O2",
  "method": "the ωB97M-V functional and the def2-TZVPD basis",
  "spin_multiplicity": 1,
  "homo_lumo_gap_ev": 9.6,
  "energy_ev": -8337.1951,
  "e_homo_ev": -8.96,
  "symbols": ["C", "C", "O", "C", "O", "C", "H", "H", "H", "H", "H", "H"],
  "xyz": [[0.472, 1.708, 0.914], [0.598, 0.216, 1.039], [1.387, -0.393, 1.704], [-0.095, -0.555, -0.453], [-0.720, -0.479, 0.665], [-0.674, -1.496, -1.453], [1.447, 2.116, 0.640], [-0.272, 2.009, 0.177], [0.198, 2.106, 1.897], [-1.661, -1.870, -1.157], [-0.706, -1.024, -2.439], [0.027, -2.338, -1.534]],
  "nbo_charge": [-0.696, 0.705, -0.583, 0.360, -0.479, -0.743, 0.244, 0.226, 0.237, 0.222, 0.246, 0.262]
}